Entry 1:
A cluster of 9 separate species, C8H32BF4N16O8 in total at a distorted geometry, computed with the ωB97M-V functional and the def2-TZVPD basis.

Results
Orbital gap (spin up / spin down): 1.83 / 8.71 eV
2S+1: 2
Calculated total energy: -60596.009 eV
Net charge: -2

Each line ends with the Mulliken charge.
Positions of all 69 atoms, in Å:
H1 0.14789 4.91680 -1.07806  0.232
N1 -1.61474 -3.47353 1.41365  0.082
H2 1.00779 2.46856 1.91054  0.213
C1 0.93927 4.23402 -2.74027  0.780
H3 2.57745 -3.54366 2.46829  0.308
H4 1.78402 -4.00520 4.02674  0.355
N2 -1.31377 -5.50940 1.79974  -0.327
N3 0.81098 2.84020 2.82883  -0.261
H5 1.42462 -0.54932 2.03808  0.084
C2 -3.68168 2.95059 -2.12103  0.317
H6 0.64890 -1.94518 -0.90627  -0.355
H7 -1.88939 -2.69606 0.83038  0.173
O1 1.93887 3.68924 -3.13842  -0.674
H8 2.60330 -4.06492 -2.60918  0.827
H9 0.02206 0.02152 3.83257  0.082
H10 0.04632 0.70602 2.28557  0.229
C3 0.55517 1.97970 3.77407  0.291
H11 -1.56068 -1.12830 -1.34034  -0.173
C4 -3.65858 -1.31418 -1.48180  0.399
H12 4.34900 1.01261 0.98234  0.254
H13 -3.09611 2.24927 -0.30673  0.374
N4 -2.36057 -1.60961 -1.72585  0.067
H14 -2.91551 0.00106 -0.20240  0.058
N5 0.21713 5.17388 -3.32817  -0.431
H15 0.62817 5.55475 -4.16845  0.243
H16 2.02044 2.23827 -1.89697  0.283
H17 1.08018 3.75550 3.16026  0.214
H18 1.89438 0.68873 -1.18404  -0.122
N6 3.10694 -3.46663 -1.97004  -1.353
O2 1.41568 -1.63679 4.47359  -0.673
O3 3.66004 3.02730 -0.10466  -0.785
N7 3.88975 0.83133 0.10125  -0.173
H19 -2.19279 2.75567 -3.47917  0.246
N8 -3.77070 -0.34308 -0.61510  -0.082
C5 2.54601 -2.59350 -1.17913  -3.836
H20 -0.48231 5.70444 -2.82880  0.185
F1 0.55747 0.90586 0.59891  -0.742
H21 -1.96486 2.15339 -1.85581  0.235
N9 1.90521 -3.42074 3.21199  -0.398
H22 3.35044 -0.02184 0.06449  0.116
H23 0.91634 3.41054 -0.94928  -0.135
F2 -0.18360 0.13497 -1.39961  -0.484
H24 -1.15964 -3.31074 2.30049  0.073
H25 -1.19951 -5.15275 2.73774  0.203
F3 -1.44375 1.44900 -0.14747  -0.479
H26 4.11571 -3.41786 -1.97993  0.938
F4 -0.94744 -0.61254 0.59722  -0.161
O4 3.05328 -1.75369 -0.53317  1.560
H27 -2.27445 -2.38923 -2.36214  0.197
H28 -1.29731 -6.49828 1.59491  0.282
H29 -4.69715 -0.08548 -0.30619  0.174
O5 -2.25759 -4.96602 -0.12816  -0.435
O6 -4.57825 -1.91249 -2.01932  -0.759
N10 2.45567 1.51278 -1.34530  -0.067
O7 -4.57702 3.42828 -2.81394  -0.759
C6 3.33523 1.84951 -0.42043  0.431
N11 0.43930 4.07076 -1.54647  -0.212
B1 -0.45852 0.41332 -0.12687  0.424
N12 -3.87615 2.63909 -0.81632  -0.288
N13 1.27801 -2.61634 -1.32324  1.757
C7 1.69436 -2.11436 3.34218  -0.082
O8 0.54598 2.21811 4.99217  -0.784
N14 -2.43246 2.77687 -2.49825  -0.229
H30 0.89828 -3.36156 -1.88941  0.205
C8 -1.76299 -4.67181 0.93839  -0.172
N15 0.31603 0.79597 3.25472  -0.153
H31 -4.62509 2.99713 -0.24100  0.169
N16 1.80477 -1.47651 2.16418  0.401
H32 2.29198 -1.89358 1.38393  0.129

=====

Entry 2:
A structure of composition C8H32BN3OP2Sc at a distorted geometry, computed with the ωB97M-V functional and the def2-TZVPD basis.

Results
Orbital gap (spin up / spin down): 5.91 / 9.10 eV
2S+1: 2
Calculated total energy: -55271.838 eV
Relative energy (zero: lowest compared OMol25 entry of this formula, charge and spin): 0.0 kJ/mol
Net charge: +2

Each line ends with the Mulliken charge.
Positions of all 48 atoms, in Å:
H1 2.29297 -2.65025 -3.18167  0.401
H2 0.74763 0.98954 -4.08688  -0.034
H3 3.55981 -1.46288 -0.04375  0.346
H4 -2.44493 2.56596 -1.80771  0.307
H5 0.28222 -3.88955 -0.21563  0.379
C1 -3.04641 2.16737 -0.98064  -1.165
C2 -1.52660 3.18964 1.16023  -1.304
O1 1.58946 1.01658 1.13588  -0.576
H6 0.92286 -1.51842 2.34936  0.150
H7 -0.28074 -0.27587 2.86518  0.066
H8 -0.97661 3.82660 0.45501  0.377
B1 0.18653 1.60944 -3.24569  -0.298
Sc1 0.17347 0.18845 -0.08178  -0.758
H9 2.25235 0.28975 4.17172  0.246
C3 0.67304 -0.77254 3.12931  -0.532
H10 -4.00160 1.80707 1.71432  0.413
H11 -3.64809 1.32452 -1.35003  0.387
H12 -0.76202 2.30904 -3.36966  -0.072
H13 -2.77011 0.81937 2.54360  0.365
C4 2.90374 -2.33856 -0.12559  -1.315
H14 -3.71758 0.12297 1.19488  0.386
H15 3.42339 2.49330 1.79303  0.223
H16 -3.72849 2.95184 -0.62336  0.413
H17 3.44598 -3.14276 -0.63993  0.407
H18 2.18641 2.02689 -2.48393  0.387
H19 3.62087 1.94249 3.42566  0.187
P1 -1.96850 1.59766 0.37636  1.221
H20 2.63589 -2.68483 0.88149  0.372
N1 3.14151 1.88140 2.53828  -0.402
H21 1.41142 -4.29837 -1.53756  0.434
H22 0.54899 -1.29215 4.08766  0.385
N2 1.21300 2.20091 -2.21278  -0.008
N3 1.75112 0.20679 3.28771  -0.149
C5 0.65720 -3.57418 -1.19891  -1.295
H23 2.98894 -1.07850 -2.70080  0.355
C6 2.13702 1.01845 2.31003  0.558
H24 -0.86219 -1.05673 0.45801  0.190
H25 -0.90055 3.00913 2.04434  0.344
C7 2.06222 -1.67151 -2.73506  -1.069
C8 -3.23437 1.03341 1.57177  -1.272
P2 1.39373 -1.90556 -1.06167  1.172
H26 1.32958 -1.15741 -3.37247  0.267
H27 1.08945 1.78306 -1.24946  0.089
H28 -0.17303 -3.56183 -1.91742  0.379
H29 1.11398 3.21676 -2.09492  0.411
H30 -2.43460 3.71894 1.47975  0.413
H31 -0.81232 -0.12251 -1.98943  0.369
H32 -0.51100 0.41087 -2.53840  -0.149

=====

Entry 3:
A cluster of 7 separate species, C8H32N2O7 in total at a distorted geometry, computed with the ωB97M-V functional and the def2-TZVPD basis.

Results
Orbital gap (spin up / spin down): 2.16 / 9.46 eV
2S+1: 2
Calculated total energy: -26125.047 eV
Net charge: -1

Each line ends with the Mulliken charge.
Positions of all 49 atoms, in Å:
H1 1.65579 2.30455 0.88269  0.231
H2 0.63479 2.88516 5.42631  0.278
H3 -1.31840 -0.95396 -4.17426  0.172
H4 2.41412 3.46995 6.89929  0.347
H5 1.54956 0.84469 4.64033  0.303
H6 2.31151 2.02267 -3.05893  0.435
H7 -0.45065 -3.06461 -3.68372  0.229
H8 1.38027 4.01644 3.43244  0.344
H9 2.30930 4.66615 5.55778  0.379
H10 -1.94970 -7.15505 -1.70417  0.311
H11 3.53162 3.39134 5.53552  0.353
O1 2.19026 2.69306 -2.38655  -0.877
O2 0.71321 2.09874 2.77014  -0.210
C1 -1.26520 -6.59400 -1.06794  -0.753
N1 -2.25600 -2.79744 -2.93989  -0.833
H12 2.61368 2.76732 3.30502  0.326
C2 2.50778 3.62820 5.82492  -1.480
H13 2.90839 3.30946 -2.52996  0.348
C3 -0.90065 -3.29793 -2.71875  0.336
C4 1.56396 2.94715 3.53707  -0.776
H14 -0.46315 -1.25976 -1.88190  0.167
H15 1.54323 1.02284 6.35146  0.244
H16 -0.48000 0.97672 -2.62410  0.364
H17 0.64344 -2.41691 -1.26105  0.422
H18 0.46737 1.75871 -1.73930  0.445
N2 1.96869 1.25131 5.46439  -0.762
H19 -0.18975 2.10072 1.12316  -0.173
C5 -0.88646 -4.82027 -2.49383  -0.876
H20 -1.52887 -6.72814 -0.01884  0.240
O3 -0.40762 1.37093 -1.75485  -1.541
H21 -0.49530 -0.23521 -5.22202  0.256
O4 -2.62225 1.27702 0.18135  -0.625
H22 -1.81017 1.32652 -0.32295  0.338
C6 0.74845 2.56436 1.42799  -0.509
C7 1.63645 2.66401 5.05770  0.544
H23 0.68119 3.65221 1.44055  0.320
H24 -1.64736 -5.26261 -3.13685  0.337
O5 -1.81152 3.54506 -3.06301  -0.733
H25 -2.40089 -1.82827 -2.69532  0.262
C8 -0.39121 -2.30628 -1.58567  -1.264
H26 0.08672 -5.31096 -2.50864  0.468
H27 -2.91575 -3.25265 -2.32538  0.275
H28 -2.71786 3.45243 -2.76941  0.337
H29 -2.33870 1.07998 1.07411  0.344
H30 -1.04506 -2.28328 -0.71387  0.305
O6 -1.33493 -5.16677 -1.21718  -0.223
O7 -0.80047 -0.16187 -4.31775  -0.237
H31 -1.36829 2.76807 -2.72233  0.499
H32 -0.26357 -6.95981 -1.29378  0.310

=====

Entry 4:
A cluster of 8 separate species, C8H32N8O8 in total at a distorted geometry, computed with the ωB97M-V functional and the def2-TZVPD basis.

Results
Orbital gap: 9.51 eV
SMILES string: NC(N)=O.NC(N)=O.NC(N)=O.NC(N)=O.CO.CO.CO.CO
Calculated total energy: -37118.065 eV
Relative energy (zero: lowest compared OMol25 entry of this formula, charge and spin): 51.8 kJ/mol

Each line ends with the Mulliken charge.
Positions of all 56 atoms, in Å:
H1 -1.81674 3.19717 -2.52597  0.161
H2 2.25650 1.55482 0.47295  -0.009
O1 1.93356 -4.21686 0.58419  -0.635
O2 -4.31135 1.50312 1.72350  -0.546
N1 -0.34891 -4.07379 0.29212  -0.393
H3 -2.38689 0.69303 1.31543  0.122
O3 2.81943 2.79490 4.15241  -0.570
H4 -0.64455 -1.17413 -0.43265  0.142
H5 4.06332 -2.80396 0.11463  0.300
H6 -0.62105 -3.47968 1.05047  0.235
H7 -4.44944 0.69182 2.21573  0.298
H8 -2.83450 2.18481 0.48876  0.021
H9 3.13722 -1.59155 2.22755  0.191
H10 4.91288 -1.45656 2.38427  0.266
C1 -2.95706 -5.00366 -2.20225  0.694
N2 -3.29416 -3.81177 -1.56951  -0.420
H11 1.07055 -1.53659 -0.12396  0.094
O4 -1.89479 -5.16138 -2.78972  -0.647
H12 -3.11756 4.89415 -3.12895  0.181
N3 -3.92720 -5.96409 -2.17279  -0.423
H13 -2.41525 2.16856 2.24124  0.232
O5 -1.85443 5.49915 -0.37219  -0.614
N4 0.99573 -4.58980 -1.47099  -0.327
N5 -1.66891 3.62760 -1.63603  -0.298
H14 1.87542 -4.88284 -1.84839  0.185
H15 2.05766 4.45972 -1.53628  0.325
H16 0.13945 -4.55950 -1.99966  0.158
O6 4.24480 -1.95315 0.52507  -0.529
H17 3.45554 2.94293 -1.44288  0.316
H18 2.71348 -0.00874 -0.03506  0.166
H19 -4.74103 -5.87484 -1.59547  0.163
C2 -2.23719 4.83992 -1.32479  0.641
C3 0.63629 0.40137 0.00255  0.476
H20 4.11108 -3.04869 2.29262  0.268
C4 4.09872 -2.02011 1.93414  -0.506
C5 2.15801 2.76134 2.87791  -0.272
H21 1.66012 3.72151 2.68541  0.231
N6 1.97469 0.67310 0.08618  -0.151
H22 -4.26133 -3.67170 -1.34703  0.192
C6 -2.91500 1.64145 1.42328  -0.121
H23 2.19457 2.52180 4.82792  0.307
H24 -3.56248 6.21209 -2.07616  0.253
H25 -1.07357 -4.26965 -0.37710  0.122
H26 2.78822 5.20036 -0.10154  0.259
N7 0.30668 -0.90527 -0.30273  -0.208
C7 2.40632 4.26920 -0.51869  -0.459
H27 1.52585 3.97732 0.06064  0.071
H28 -3.79520 -6.81907 -2.67809  0.235
H29 2.95848 2.67053 2.14725  0.059
H30 -2.68269 -3.04045 -1.76044  0.241
C8 0.94107 -4.32124 -0.13014  0.649
H31 -1.01459 3.27427 -0.95567  0.094
N8 -3.21092 5.28455 -2.20885  -0.445
O7 -0.18902 1.29615 0.23824  -0.502
H32 1.36726 2.01211 2.84228  0.226
O8 3.42285 3.27022 -0.54283  -0.500

=====

Entry 5:
A structure of composition C8H33BaO9 at a distorted geometry, computed with the ωB97M-V functional and the def2-TZVPD basis.

Results
Orbital gap: 8.27 eV
Calculated total energy: -27946.606 eV
Relative energy (zero: lowest compared OMol25 entry of this formula, charge and spin): 0.0 kJ/mol
Net charge: +1

Each line ends with the Mulliken charge.
Positions of all 51 atoms, in Å:
H1 -30.40056 -20.36591 4.48177  0.142
H2 -27.97708 -17.99791 4.39862  0.205
C1 -31.83986 -18.55317 3.52638  -0.891
H3 -31.25358 -18.49289 2.60946  0.388
H4 -31.29065 -22.68993 7.20448  0.336
H5 -32.96869 -15.01764 6.99044  0.285
H6 -30.78253 -22.19249 8.87728  0.257
H7 -25.99197 -18.32059 6.92554  0.206
H8 -32.85222 -18.25624 3.25240  0.312
O1 -29.56300 -20.55921 4.94616  -1.118
H9 -32.92793 -15.70073 8.59326  0.379
H10 -33.38783 -16.71840 7.14684  0.159
H11 -25.83774 -20.08145 6.62534  0.325
O2 -28.21608 -17.36639 5.08100  -0.143
H12 -27.19433 -20.18504 8.59874  0.168
H13 -25.19840 -19.25656 8.02014  0.361
H14 -33.35421 -19.09056 6.55045  0.178
C2 -28.43140 -16.10183 4.54165  -0.943
O3 -28.44637 -16.79762 8.37124  -0.196
H15 -28.93304 -16.07826 3.57423  0.350
H16 -31.22330 -18.27735 9.81335  0.129
H17 -28.97223 -15.39355 5.16929  0.317
H18 -30.94064 -15.79642 8.16020  0.203
H19 -28.12309 -14.99281 7.33490  0.228
O4 -31.25407 -17.74902 4.55886  -0.160
O5 -32.62025 -19.46904 7.04000  -0.230
H20 -29.38759 -20.36935 9.85985  0.159
H21 -27.91604 -17.38566 8.91398  0.169
H22 -31.22769 -16.83566 4.26445  0.155
Ba1 -29.94802 -18.71046 6.85396  1.554
C3 -33.16882 -20.28523 8.00601  -0.637
O6 -31.34621 -16.26300 7.42576  -0.194
H23 -26.73096 -15.87745 7.85657  0.345
C4 -30.46002 -22.52625 7.89103  -0.879
H24 -33.65969 -19.57112 8.66722  0.355
H25 -33.89636 -21.00828 7.63726  0.305
H26 -31.83807 -19.59628 3.84266  0.297
H27 -29.09546 -18.85605 10.74937  0.265
O7 -27.34793 -19.53174 7.91229  -0.155
C5 -29.86179 -19.50727 10.32896  -0.721
H28 -32.37687 -20.84109 8.50797  0.062
H29 -29.76772 -21.37194 6.43676  0.387
H30 -27.78567 -15.08188 9.10342  0.307
C6 -26.06788 -19.31500 7.36540  -0.826
C7 -32.74723 -15.93060 7.54321  -0.755
H31 -29.87229 -23.41837 8.10735  0.235
H32 -30.53418 -19.92947 11.07578  0.352
H33 -27.49490 -15.58863 4.32326  0.324
O8 -30.57299 -18.82492 9.36740  -0.095
O9 -29.71263 -21.42289 7.39382  -0.406
C8 -27.74583 -15.60965 8.15055  -0.854

=====

Please write out number 2 again, unchanged.
A structure of composition C8H32BN3OP2Sc at a distorted geometry, computed with the ωB97M-V functional and the def2-TZVPD basis.

Results
Orbital gap (spin up / spin down): 5.91 / 9.10 eV
2S+1: 2
Calculated total energy: -55271.838 eV
Relative energy (zero: lowest compared OMol25 entry of this formula, charge and spin): 0.0 kJ/mol
Net charge: +2

Each line ends with the Mulliken charge.
Positions of all 48 atoms, in Å:
H1 2.29297 -2.65025 -3.18167  0.401
H2 0.74763 0.98954 -4.08688  -0.034
H3 3.55981 -1.46288 -0.04375  0.346
H4 -2.44493 2.56596 -1.80771  0.307
H5 0.28222 -3.88955 -0.21563  0.379
C1 -3.04641 2.16737 -0.98064  -1.165
C2 -1.52660 3.18964 1.16023  -1.304
O1 1.58946 1.01658 1.13588  -0.576
H6 0.92286 -1.51842 2.34936  0.150
H7 -0.28074 -0.27587 2.86518  0.066
H8 -0.97661 3.82660 0.45501  0.377
B1 0.18653 1.60944 -3.24569  -0.298
Sc1 0.17347 0.18845 -0.08178  -0.758
H9 2.25235 0.28975 4.17172  0.246
C3 0.67304 -0.77254 3.12931  -0.532
H10 -4.00160 1.80707 1.71432  0.413
H11 -3.64809 1.32452 -1.35003  0.387
H12 -0.76202 2.30904 -3.36966  -0.072
H13 -2.77011 0.81937 2.54360  0.365
C4 2.90374 -2.33856 -0.12559  -1.315
H14 -3.71758 0.12297 1.19488  0.386
H15 3.42339 2.49330 1.79303  0.223
H16 -3.72849 2.95184 -0.62336  0.413
H17 3.44598 -3.14276 -0.63993  0.407
H18 2.18641 2.02689 -2.48393  0.387
H19 3.62087 1.94249 3.42566  0.187
P1 -1.96850 1.59766 0.37636  1.221
H20 2.63589 -2.68483 0.88149  0.372
N1 3.14151 1.88140 2.53828  -0.402
H21 1.41142 -4.29837 -1.53756  0.434
H22 0.54899 -1.29215 4.08766  0.385
N2 1.21300 2.20091 -2.21278  -0.008
N3 1.75112 0.20679 3.28771  -0.149
C5 0.65720 -3.57418 -1.19891  -1.295
H23 2.98894 -1.07850 -2.70080  0.355
C6 2.13702 1.01845 2.31003  0.558
H24 -0.86219 -1.05673 0.45801  0.190
H25 -0.90055 3.00913 2.04434  0.344
C7 2.06222 -1.67151 -2.73506  -1.069
C8 -3.23437 1.03341 1.57177  -1.272
P2 1.39373 -1.90556 -1.06167  1.172
H26 1.32958 -1.15741 -3.37247  0.267
H27 1.08945 1.78306 -1.24946  0.089
H28 -0.17303 -3.56183 -1.91742  0.379
H29 1.11398 3.21676 -2.09492  0.411
H30 -2.43460 3.71894 1.47975  0.413
H31 -0.81232 -0.12251 -1.98943  0.369
H32 -0.51100 0.41087 -2.53840  -0.149

=====

> What is the calculated total energy in the first record?

-60596.009 eV

=====

> Among the records above, which one has the lowest calculated total energy?

C8H32BF4N16O8

=====

> The lowest calculated total energy belongs to which entry?

C8H32BF4N16O8